--- P ---
61
Properties=species:S:1:pos:R:3:lowdin_charge:R:1 method="wB97M-V/def2-TZVPD" total_charge=+3 orbital_gap_ev=1.4833
Al -0.0520 0.0955 0.3003 0.980
C 5.5934 2.1424 -3.1769 -0.215
S 4.1988 3.2826 -2.7397 0.915
O 2.9690 2.4379 -2.7162 -0.514
C 4.1720 4.2916 -4.3033 -0.195
H 6.4900 2.5254 -2.6896 0.054
H 5.9871 2.1284 -4.1932 0.063
H 5.3470 1.1347 -2.8422 0.061
H 3.1392 4.6288 -4.3912 0.050
H 4.3540 3.5600 -5.0906 0.054
H 4.9352 5.0695 -4.2820 0.069
C -4.2904 -5.3062 -2.9004 -0.263
S -3.1534 -4.1233 -3.5730 0.928
O -2.3718 -3.5259 -2.3774 -0.526
C -2.0051 -5.4265 -4.2717 -0.208
H -3.6834 -5.7847 -2.1318 0.056
H -4.6446 -6.0113 -3.6524 0.075
H -5.1279 -4.8269 -2.3934 0.066
H -1.2548 -4.9340 -4.8901 0.052
H -2.4570 -6.2519 -4.8219 0.067
H -1.4386 -5.8372 -3.4360 0.058
C -0.4622 2.1135 -6.4225 -0.240
S -1.9774 2.4615 -5.4292 0.978
O -1.6546 1.7633 -4.0576 -0.543
C -1.5472 4.2467 -4.9533 -0.213
H -0.4675 2.7096 -7.3351 0.061
H -0.4085 1.1179 -6.8629 0.060
H 0.4448 2.3058 -5.8495 0.056
H -2.2348 4.6800 -4.2270 0.054
H -1.7543 4.9179 -5.7868 0.058
H -0.6078 4.4207 -4.4285 0.057
C -0.9648 -6.6473 1.6383 -0.191
S -1.4033 -5.5879 3.1402 0.946
O -1.0076 -4.1794 2.6372 -0.528
C -3.2446 -5.6494 3.0685 -0.227
H -1.2992 -7.6751 1.7796 0.062
H 0.1133 -6.6329 1.4783 0.058
H -1.4370 -6.1617 0.7843 0.049
H -3.5881 -6.6631 3.2745 0.068
H -3.6292 -5.1260 2.1931 0.063
H -3.6530 -4.9908 3.8350 0.054
C 0.5298 -1.1419 7.5147 -0.218
S -0.8957 -0.2004 6.8356 0.956
O -0.8558 -0.2423 5.2830 -0.503
C -2.3021 -1.2510 7.3524 -0.237
H 0.8026 -2.0286 6.9425 0.068
H 0.4568 -1.3948 8.5724 0.073
H 1.3162 -0.4101 7.3300 0.046
H -2.6028 -1.0170 8.3736 0.064
H -2.2767 -2.3349 7.2393 0.068
H -3.1664 -0.9833 6.7446 0.056
C 2.0967 5.5985 4.2752 -0.243
S 3.0280 5.2030 2.7494 0.930
O 2.3886 4.0594 2.0212 -0.522
C 2.4877 6.8244 1.8845 -0.197
H 2.5830 6.4462 4.7580 0.066
H 2.2321 4.8003 5.0049 0.055
H 1.0522 5.8479 4.0881 0.067
H 1.4634 7.1742 2.0134 0.060
H 2.6124 6.7599 0.8036 0.049
H 3.1264 7.5984 2.3101 0.055


--- Q ---
61
Properties=species:S:1:pos:R:3:lowdin_charge:R:1 method="wB97M-V/def2-TZVPD" total_charge=+3 orbital_gap_ev=3.6783
Al -0.1191 0.5016 -0.4536 1.359
C -3.9439 2.2961 3.2426 -0.170
S -2.4717 1.1142 2.8574 0.913
O -2.1652 1.1149 1.3742 -0.654
C -3.3922 -0.4725 3.2339 -0.196
H -3.7185 3.3580 3.1447 0.064
H -4.2640 2.1947 4.2796 0.064
H -4.8182 2.0005 2.6627 0.048
H -2.6834 -1.2835 3.0668 0.032
H -4.2523 -0.7003 2.6043 0.064
H -3.6882 -0.1710 4.2387 0.058
C -4.6824 0.9123 -0.5791 -0.220
S -3.7387 1.4159 -2.0666 1.014
O -2.2225 1.5996 -1.8114 -0.572
C -3.8707 -0.0912 -3.0507 -0.222
H -4.6669 1.5517 0.3036 0.043
H -4.3270 0.0052 -0.0904 0.056
H -5.7294 0.7334 -0.8236 0.080
H -3.5026 -0.9534 -2.4946 0.062
H -3.2214 -0.0619 -3.9257 0.073
H -4.8659 -0.4673 -3.2878 0.083
C 1.0298 -4.3477 -1.5662 -0.205
S 1.9725 -3.3356 -0.2780 0.942
O 1.3296 -1.9427 -0.3614 -0.661
C 0.9304 -4.1549 0.9571 -0.263
H 0.9685 -5.4291 -1.4441 0.068
H 1.5711 -4.2191 -2.5035 0.050
H -0.0061 -4.0128 -1.5116 0.060
H -0.1336 -3.9238 1.0085 0.079
H 1.3156 -3.7551 1.8951 0.013
H 1.1248 -5.2249 0.8833 0.074
C 1.1253 5.2656 -3.1160 -0.213
S 1.9283 3.7057 -2.5712 0.977
O 0.8112 2.7742 -2.0177 -0.579
C 2.4339 3.0605 -4.3139 -0.158
H 0.6177 5.0960 -4.0656 0.065
H 1.7945 6.1234 -3.1828 0.076
H 0.3003 5.6961 -2.5484 0.073
H 2.7138 3.9187 -4.9248 0.067
H 1.5686 2.6057 -4.7962 0.065
H 3.1463 2.2355 -4.3134 0.040
C 0.0438 -2.3122 3.9162 -0.213
S 1.3727 -1.1590 3.2714 0.921
O 0.8179 -0.5297 1.9702 -0.685
C 1.2011 0.1868 4.5141 -0.214
H 0.4640 -2.7211 4.8350 0.068
H -0.0934 -3.2244 3.3355 0.033
H -0.9466 -1.9300 4.1639 0.040
H 1.5403 1.1445 4.1194 0.066
H 1.9709 0.0549 5.2745 0.063
H 0.1803 0.1615 4.8954 0.049
C 4.4777 -0.6879 -2.6966 -0.210
S 4.0950 0.6166 -1.4830 0.964
O 2.5959 0.8078 -1.4487 -0.589
C 4.5507 -0.3934 -0.0450 -0.208
H 5.5558 -0.6585 -2.8546 0.075
H 3.9696 -0.3831 -3.6116 0.056
H 4.2061 -1.7187 -2.4692 0.064
H 4.1575 -1.4026 -0.1679 0.023
H 4.0381 0.0772 0.7940 0.063
H 5.6043 -0.6619 0.0325 0.086


Relative energies in eV: P 2.324; Q 0.000


--- P ---
9
Properties=species:S:1:pos:R:3:lowdin_charge:R:1 method="wB97M-V/def2-TZVPD" total_charge=0 orbital_gap_ev="8.4944 / 8.0152"
C -0.5447 -1.0846 -0.3192 -0.134
C -0.2230 0.4038 -0.5681 -0.685
C 0.9183 0.0082 0.2823 -0.983
N 0.5134 -1.2906 0.4214 0.057
Br -1.4570 1.7908 0.1646 0.592
Br 2.6533 0.5023 0.1157 0.803
H -1.4742 -1.5820 -0.5573 0.114
H -0.1585 0.6312 -1.6795 0.107
H -0.2276 0.6210 2.1400 0.131


--- Q ---
9
Properties=species:S:1:pos:R:3:lowdin_charge:R:1 method="wB97M-V/def2-TZVPD" total_charge=0 orbital_gap_ev=11.0418
C -0.5623 -2.7080 0.0452 -0.180
C 0.4372 -0.2531 -0.5483 -0.779
C -0.5912 -0.8127 0.3837 -0.784
N -0.6118 -3.7982 -0.3112 0.065
Br 2.1946 -0.2872 0.1413 0.699
Br -2.3589 -0.2835 0.0898 0.776
H 0.4293 -1.0154 -1.4590 0.110
H 0.0409 0.8183 -0.6711 0.081
H -0.2642 -0.6170 1.3363 0.012


Relative energies in eV: P 3.407; Q 0.000


--- P ---
66
Properties=species:S:1:pos:R:3:lowdin_charge:R:1 method="wB97M-V/def2-TZVPD" total_charge=0 orbital_gap_ev=8.3922
C 5.4211 -1.1914 0.1475 -0.079
O 4.2145 -1.9066 0.0790 -0.107
C 3.1044 -1.2819 -0.4413 -0.174
C 3.1392 0.0040 -0.9700 -0.001
C 2.0022 0.6009 -1.4878 -0.202
C 2.0226 2.0309 -1.9677 -0.130
N 1.8370 3.0586 -0.9542 -0.143
C 3.0063 3.5270 -0.2415 -0.183
C 3.2999 2.7281 1.0303 -0.155
C 2.0345 2.6613 1.8734 -0.203
N 0.9585 2.0774 1.0919 -0.122
C -0.2358 1.9344 1.9134 -0.155
C -1.3214 1.0982 1.2925 -0.205
C -1.3160 -0.2804 1.4518 0.033
C -2.3715 -1.0446 0.9789 -0.209
O -2.4912 -2.3872 1.1247 -0.058
C -1.4340 -3.0995 1.7251 -0.062
C -3.4484 -0.4309 0.3025 -0.149
O -4.4328 -1.2984 -0.0879 -0.056
C -5.2653 -0.9804 -1.1780 -0.075
C -3.4417 0.9577 0.1316 -0.181
O -4.5139 1.5305 -0.5147 -0.109
C -4.5150 2.9203 -0.7168 -0.083
C -2.3774 1.7026 0.6323 0.006
C 0.7057 2.9050 -0.0841 -0.189
C 0.8308 -0.1345 -1.5691 0.021
C 0.7776 -1.4285 -1.0807 -0.189
O -0.3172 -2.2361 -1.1551 -0.074
C -1.3656 -1.8590 -2.0118 -0.064
C 1.9025 -1.9997 -0.4557 -0.123
O 1.7009 -3.2650 0.0315 -0.071
C 2.5095 -3.7510 1.0779 -0.075
H 5.3256 -0.2885 0.7600 0.092
H 5.7902 -0.9203 -0.8471 0.097
H 6.1327 -1.8686 0.6186 0.096
H 4.0702 0.5468 -1.0017 0.105
H 1.2149 2.1671 -2.6968 0.122
H 2.9681 2.2463 -2.4718 0.122
H 3.8636 3.5149 -0.9172 0.116
H 2.8119 4.5712 0.0388 0.118
H 3.5918 1.7119 0.7737 0.079
H 4.1051 3.2005 1.5962 0.112
H 2.2034 2.0361 2.7549 0.120
H 1.7672 3.6792 2.2216 0.124
H 0.0768 1.4542 2.8450 0.124
H -0.6485 2.9296 2.1698 0.128
H -0.4817 -0.7450 1.9495 0.119
H -1.7664 -4.1362 1.7530 0.099
H -0.5212 -3.0297 1.1284 0.076
H -1.2461 -2.7547 2.7477 0.097
H -4.6891 -0.6299 -2.0390 0.096
H -5.7662 -1.9137 -1.4362 0.094
H -6.0121 -0.2272 -0.9170 0.088
H -4.5274 3.4681 0.2311 0.097
H -3.6570 3.2459 -1.3146 0.097
H -5.4333 3.1320 -1.2635 0.095
H -2.3800 2.7762 0.5339 0.104
H -0.1134 2.4530 -0.6452 0.120
H 0.3985 3.9264 0.2340 0.138
H -0.0433 0.3121 -2.0139 0.113
H -2.0997 -2.6597 -1.9416 0.106
H -1.8336 -0.9215 -1.6966 0.081
H -1.0164 -1.7635 -3.0459 0.105
H 2.6153 -3.0157 1.8801 0.100
H 3.5016 -4.0405 0.7256 0.088
H 1.9878 -4.6296 1.4591 0.093


--- Q ---
66
Properties=species:S:1:pos:R:3:lowdin_charge:R:1 method="wB97M-V/def2-TZVPD" total_charge=0 orbital_gap_ev=8.7461
C 4.0208 2.8996 0.1409 -0.061
C 2.6920 2.3701 0.6500 -0.243
O 2.9412 1.5669 1.7915 -0.077
C 1.8002 1.0663 2.4082 -0.333
O 1.0215 0.2825 1.5327 -0.016
C 1.5736 -0.9480 1.2316 -0.149
C 1.1445 -1.5989 -0.0472 -0.383
O 1.9474 -2.2893 -0.6577 0.060
N -0.1232 -1.4394 -0.4839 -0.037
C -1.1995 -0.6987 0.1235 -0.121
C -1.5661 0.4890 -0.7690 -0.163
N -1.9618 -0.0027 -2.0746 -0.174
C -2.4538 1.0503 -2.9463 -0.163
C -3.1288 0.4680 -4.1596 -0.230
C -2.8126 0.9012 -5.4362 -0.045
C -3.4370 0.3796 -6.5684 0.010
C -4.3817 -0.5947 -6.3664 -0.206
C -4.7017 -1.0421 -5.0825 -0.192
C -4.0939 -0.5267 -3.9673 0.056
O -5.6668 -2.0115 -5.1681 0.036
C -5.9462 -2.1597 -6.5433 -0.161
O -5.1385 -1.2726 -7.2863 0.034
C -0.8704 -0.7418 -2.6851 -0.152
C -0.4890 -1.9249 -1.7982 -0.110
C 2.5084 -1.5271 1.9825 0.038
C 3.0356 -0.9505 3.2579 -0.299
C 4.5302 -0.6425 3.1257 -0.038
C 2.2162 0.2875 3.6641 -0.209
C 0.9669 -0.1142 4.4631 -0.145
C 1.2673 -0.4252 5.9347 -0.170
C 1.1161 0.7936 6.8522 -0.277
O 2.0270 1.8315 6.5859 -0.060
H 4.5140 3.4743 0.9200 0.077
H 4.6642 2.0703 -0.1392 0.079
H 3.8578 3.5344 -0.7254 0.075
H 2.1950 1.7722 -0.1254 0.120
H 2.0204 3.1974 0.9300 0.126
H 1.1188 1.9012 2.6706 0.169
H -2.0690 -1.3628 0.1974 0.132
H -0.9232 -0.3545 1.1160 0.116
H -0.7006 1.1739 -0.8272 0.128
H -2.4063 1.0303 -0.3277 0.124
H -1.6472 1.7375 -3.2580 0.126
H -3.1881 1.6315 -2.3783 0.128
H -2.0625 1.6668 -5.5656 0.109
H -3.1895 0.7211 -7.5592 0.117
H -4.3333 -0.8740 -2.9772 0.128
H -5.7365 -3.1964 -6.8528 0.139
H -7.0089 -1.9348 -6.7302 0.139
H 0.0171 -0.0992 -2.8321 0.136
H -1.2006 -1.1038 -3.6606 0.125
H -1.3434 -2.6024 -1.7047 0.133
H 0.3646 -2.4630 -2.2120 0.122
H 2.9164 -2.4670 1.6482 0.130
H 2.9211 -1.7109 4.0407 0.142
H 5.0677 -1.5345 2.8132 0.081
H 4.6835 0.1391 2.3885 0.074
H 4.9307 -0.3088 4.0806 0.083
H 2.8500 0.9511 4.2568 0.144
H 0.2212 0.6854 4.4111 0.119
H 0.5236 -0.9904 3.9847 0.123
H 2.2814 -0.8137 6.0331 0.113
H 0.5776 -1.1890 6.2967 0.113
H 0.0830 1.1678 6.7932 0.117
H 1.3130 0.4971 7.8856 0.117
H 1.8501 2.1783 5.7048 0.074


Relative energies in eV: P 2.160; Q 0.000


--- P ---
8
Properties=species:S:1:pos:R:3:lowdin_charge:R:1 method="wB97M-V/def2-TZVPD" total_charge=0 orbital_gap_ev=12.1843
O -0.4204 -1.5444 2.0025 0.155
N 0.0966 -1.1546 1.0433 -0.508
O 1.1396 -1.4446 0.5918 0.101
O -0.6554 -0.1769 0.3950 -0.246
Si -0.1053 0.9229 -0.7963 0.684
H 0.6356 0.0108 -1.6002 -0.066
H -1.2872 1.3505 -1.5224 -0.066
H 0.5965 2.0362 -0.1136 -0.054


--- Q ---
8
Properties=species:S:1:pos:R:3:lowdin_charge:R:1 method="wB97M-V/def2-TZVPD" total_charge=0 orbital_gap_ev=9.3414
O -1.2640 -1.2186 -0.2040 -0.459
Si -1.6083 0.2504 -0.0597 0.632
H -1.3980 1.0140 -1.3525 -0.052
H -1.6683 1.2423 1.1562 -0.045
O 2.4543 0.7677 0.6681 0.042
N 1.4420 0.2694 0.2782 -0.136
O 1.4536 -1.0401 -0.1323 0.030
H 0.5886 -1.2852 -0.3538 -0.011


Relative energies in eV: P 0.224; Q 0.000


--- P ---
14
Properties=species:S:1:pos:R:3:lowdin_charge:R:1 method="wB97M-V/def2-TZVPD" total_charge=+1 orbital_gap_ev="8.6621 / 10.0330"
C 1.0578 0.9413 0.1115 -0.235
C -0.4325 0.8363 -0.2538 -0.130
C -0.7794 -1.6826 -0.3235 0.138
N 1.8741 -0.0949 -0.4321 0.051
N -1.0459 -0.4144 0.2915 -0.034
F 2.9763 -0.3244 0.2833 -0.008
H 1.4364 1.8936 -0.3235 0.143
H 1.1692 1.1411 1.2481 0.158
H -0.9637 1.6747 0.2862 0.150
H -0.6060 0.9702 -1.4511 0.203
H -1.3194 -1.8459 -1.2068 0.076
H -0.3117 -2.5143 0.2166 0.108
H -1.0463 -0.4673 1.3432 0.213
H -2.0089 -0.1135 0.2104 0.168


--- Q ---
14
Properties=species:S:1:pos:R:3:lowdin_charge:R:1 method="wB97M-V/def2-TZVPD" total_charge=+1 orbital_gap_ev=8.3047
C 1.3467 0.2150 -0.4154 -0.262
C -2.0370 -0.9418 0.2118 0.042
C -1.9084 0.4020 0.1592 -0.056
N 2.5894 0.4787 0.1793 0.035
N -1.9896 1.5580 -0.0991 0.361
F 0.4005 0.2725 0.6442 -0.107
H -2.9122 -1.2183 -0.4658 0.189
H -1.1323 -1.3289 0.0427 0.066
H -2.2487 -1.1745 1.2139 0.129
H 1.3037 0.9290 -1.2976 0.150
H 3.0063 1.3078 -0.0575 0.039
H 1.4206 -0.9002 -0.6324 0.134
H 2.9029 0.2136 1.1244 0.117
H -1.5517 2.4321 0.1784 0.163


Relative energies in eV: P 3.653; Q 0.000